Entry from the OMol25 dataset: a molecular structure, C14H8N4O5Yb (ωB97M-V/def2-TZVPD).

Values from the calculation:
**Electronic energy**: -2292.12148 hartree
**Total charge**: +1
**Multiplicity**: 2
**HOMO-LUMO gap (spin up / spin down)**: 9.14 / 9.14 eV
**HOMO level (spin up / spin down)**: -13.00 / -13.00 eV

Structure (XYZ):
```
32
Properties=species:S:1:pos:R:3:forces:R:3
Yb -0.828127 1.186394 0.007145 -2.3 0.0 -0.1
O 5.384463 1.000022 0.033220 0.1 0.0 0.2
C 4.056802 1.001641 -0.019498 -0.3 0.0 -0.1
C 3.349767 1.008915 -1.234039 0.1 0.0 -0.1
C 1.978637 1.018933 -1.180698 -0.2 0.0 0.1
N 1.339085 1.010931 -0.007640 0.9 0.0 0.0
C 1.994301 1.017526 1.160367 -0.2 0.0 0.0
C 3.363779 1.008404 1.203063 0.1 0.0 0.1
C 1.009979 1.078918 2.346313 0.8 0.0 0.3
O 1.385512 0.996096 3.481018 0.0 0.0 -0.1
O -0.227570 1.221985 1.919831 0.5 0.0 1.5
C 0.985676 1.084569 -2.356014 0.7 0.0 -0.3
O 1.352628 1.007039 -3.495196 0.0 0.0 0.1
O -0.246448 1.229001 -1.919973 0.5 0.0 -1.4
H 5.782569 1.001911 -0.844902 0.0 0.0 -0.1
H 3.854833 1.012973 -2.192144 0.0 0.0 0.0
H 3.896642 1.013467 2.143807 0.0 0.0 0.0
N -0.783584 -5.483788 0.835883 0.0 0.1 0.0
C -1.300357 -4.486893 0.597384 0.1 -0.2 0.1
C -1.967188 -3.256233 0.294605 -0.2 0.1 -0.1
C -3.331625 -3.245204 0.007416 0.1 0.1 0.0
C -3.937020 -2.035263 -0.285347 -0.1 0.0 0.0
C -3.169310 -0.889439 -0.280613 0.2 0.0 0.0
N -1.855881 -0.891881 0.000588 -0.4 -0.4 0.0
C -1.268718 -2.057622 0.282719 0.1 0.0 0.0
H -3.896583 -4.167072 0.016065 0.0 0.0 0.0
H -4.990831 -1.981217 -0.516995 0.0 0.0 0.0
H -3.608608 0.075320 -0.513786 -0.1 0.0 0.0
H -0.209731 -2.037065 0.507852 0.0 0.0 0.0
N -2.717045 4.231607 0.003915 -0.1 0.0 0.0
C -2.317308 3.156122 0.002238 -0.1 0.6 0.0
H -3.078753 5.169897 0.003420 0.0 0.0 0.0
```
Forces are in eV/Å.

***

Entry from the OMol25 dataset: C14H9BrN4O3 in the gas phase (ωB97M-V/def2-TZVPD).

Values from the calculation:
**Electronic energy**: -3557.30586 hartree
**Total charge**: 0
**Energy above the lowest of the compared OMol25 structures with the same formula, charge and spin**: 2.076 eV
**HOMO-LUMO gap**: 6.04 eV
**HOMO level**: -7.65 eV
**SMILES**: [O-][n+]1onc2ccc(/C=N/N=C/c3ccc(O)c(Br)c3)cc21

Structure (XYZ):
```
31
Properties=species:S:1:pos:R:3:forces:R:3
O -3.604180 3.136841 2.619318 -0.4 1.3 0.8
N -3.484915 2.165986 3.345164 -1.2 -2.3 -1.5
O -4.589860 1.549830 4.001208 -1.4 0.5 1.2
N -4.325575 0.232952 4.355912 -0.1 1.6 -0.1
C -3.146541 0.016891 3.827488 -0.8 -2.4 1.7
C -2.371416 -1.199474 3.864994 1.5 -0.6 -1.2
C -1.239509 -1.279478 3.058442 -2.5 -1.2 1.8
C -0.784398 -0.246153 2.223439 -2.3 3.1 -0.4
C 0.243890 -0.391995 1.241429 3.6 -0.9 -1.4
N 1.016995 -1.524006 1.026946 -2.6 1.6 -0.4
N 1.884567 -1.540087 0.078277 2.8 0.8 -1.8
C 2.854233 -1.553106 -0.837929 -3.8 2.5 3.1
C 2.603205 -0.641969 -2.038407 0.6 -2.3 -1.4
C 2.845898 -1.270611 -3.289149 -0.5 -1.1 -0.1
C 2.304626 -0.784146 -4.456523 -0.9 2.3 -0.2
C 1.573184 0.433792 -4.473923 0.6 0.9 2.8
O 1.059735 0.925358 -5.600505 -2.0 1.6 -0.6
C 1.493557 1.164601 -3.208560 0.1 -1.4 -2.1
Br 0.618460 2.809406 -3.088769 -0.3 0.4 -0.3
C 1.967627 0.618640 -2.051365 0.4 -1.9 0.8
C -1.576149 0.978756 2.244802 0.8 -0.7 2.1
C -2.715565 1.124799 3.169903 5.5 -1.0 -2.9
H -2.582009 -2.159869 4.380951 -0.6 1.3 -0.1
H -0.868883 -2.291495 3.053857 0.9 0.2 -0.3
H 0.531882 0.548391 0.692689 -0.3 -1.0 0.5
H 3.842688 -1.948508 -0.593562 -0.1 0.0 -0.1
H 3.239039 -2.319405 -3.451352 0.0 1.4 1.0
H 2.414486 -1.257800 -5.401255 0.1 -0.6 -0.5
H 0.334637 1.666650 -5.477406 2.3 -2.1 0.2
H 1.751461 1.076351 -1.109043 0.1 0.4 0.4
H -1.291169 1.958858 1.892925 0.5 -0.3 -0.9
```
Forces are in eV/Å.

***

Entry from the OMol25 dataset: 2 unconnected molecules or ions with the total composition C14H9ClNO4S (ωB97M-V/def2-TZVPD).

Values from the calculation:
**Electronic energy**: -1752.91518 hartree
**Total charge**: -1
**HOMO-LUMO gap**: 3.19 eV
**HOMO level**: -2.61 eV

Structure (XYZ):
```
30
Properties=species:S:1:pos:R:3:forces:R:3
C -4.380908 2.447037 -3.168117 -0.3 0.9 0.2
C -3.915952 3.697110 -3.176816 -0.9 -0.5 0.2
C -2.530840 3.984802 -3.523966 0.4 0.6 0.0
O -2.110489 5.124839 -3.544853 0.0 0.2 0.0
C -1.669314 2.855384 -3.848129 0.2 -0.8 -0.2
C -2.133957 1.605283 -3.840826 0.8 0.5 -0.2
C -3.523122 1.318225 -3.506828 -0.1 -0.9 0.0
O -3.949983 0.181685 -3.514219 -0.2 0.0 -0.1
H -5.405042 2.233374 -2.912570 -0.2 -0.2 0.0
H -4.549195 4.532469 -2.929413 0.0 0.2 0.0
H -0.643249 3.070224 -4.094310 0.2 0.1 0.0
H -1.497958 0.769971 -4.079728 0.0 -0.2 0.0
N 4.371920 -4.257854 5.739031 -0.7 0.7 -0.8
C 3.773287 -3.632347 4.965181 1.3 -1.4 1.7
C 3.051555 -2.876481 4.028695 -0.6 0.8 -0.9
C 1.765476 -3.247359 3.658111 -0.2 -0.2 0.1
C 1.055412 -2.494824 2.744480 -0.4 -0.3 0.1
C 1.622575 -1.364123 2.199646 -0.2 0.4 -0.4
S 0.704777 -0.330953 1.051662 0.4 -0.3 -4.2
C 1.226975 -0.898561 -0.561736 -0.3 -0.1 3.0
Cl 0.293510 -0.433775 -1.908265 -0.6 0.2 -0.6
O -0.736453 -0.725073 1.246957 2.2 1.8 0.5
O 1.282255 1.056547 1.171551 -2.0 -1.9 1.4
C 2.895354 -0.985572 2.554711 0.5 0.4 0.0
C 3.607943 -1.735325 3.466634 0.4 0.0 0.1
H 1.334628 -4.125788 4.110023 -0.2 -0.1 0.0
H 0.045034 -2.762512 2.471795 0.0 0.0 -0.1
H 2.108230 -1.483116 -0.699806 0.3 -0.1 0.1
H 3.307417 -0.080672 2.133441 0.0 0.1 0.0
H 4.600112 -1.442616 3.767659 0.2 0.1 0.0
```
Forces are in eV/Å.